Record 1
Formula: C4H10N2
Source: OMol25
Level of theory: ωB97M-V/def2-TZVPD

Geometry (Å):
C (-0.51846, 0.23403, -1.56731)
C (-0.31609, 0.41691, -0.03223)
N (-0.54059, 1.78922, 0.41876)
C (-0.74598, -0.61306, 0.95213)
C (0.69336, -0.37256, 0.71979)
N (1.57449, -1.25825, 0.09049)
H (-0.31129, -0.77160, -1.79332)
H (0.24283, 0.87254, -2.05097)
H (-1.52335, 0.50798, -1.87546)
H (-0.90861, 1.77636, 1.43713)
H (0.46084, 2.38189, 0.50535)
H (-1.10989, -1.54597, 0.63879)
H (-1.27326, -0.26625, 1.84256)
H (1.26848, 0.23383, 1.45148)
H (1.27746, -2.38337, 0.26148)
H (1.73007, -1.00172, -0.99867)

The strongest force on any atom is 0.10276 hartree/bohr. For the total energy, the calculation gives -267.83035 Ha. Its LUMO energy is 1.0 eV. The calculation puts the HOMO-LUMO gap at 9.842 eV. As for the structure (SMILES): C[C@@]1(N)C[C@H]1N. The energy above the lowest of the compared OMol25 structures with the same formula, charge and spin is 249.4 kJ/mol.


Record 2
Formula: C24H40N2Se2Si2SnTe
Source: OMol25
Level of theory: ωB97M-V/def2-TZVPD

Geometry (Å):
Sn (-0.14308, 0.60954, -1.26044)
C (-2.86593, 1.51394, -5.18121)
Se (-1.99636, 0.15996, -4.08593)
C (-0.57457, -0.32977, -5.33956)
C (-0.09295, -1.71609, -4.98022)
Se (0.69210, -1.84793, -3.19487)
C (2.56373, -1.49797, -3.60271)
H (-2.15616, 2.28601, -5.46654)
H (-3.67387, 1.94249, -4.59304)
H (-3.27961, 1.03370, -6.06258)
H (0.21650, 0.41473, -5.31219)
H (-1.02487, -0.33160, -6.33146)
H (0.65886, -2.09402, -5.66948)
H (-0.92646, -2.41262, -4.96180)
H (2.94406, -2.31659, -4.20544)
H (3.09058, -1.47710, -2.65211)
H (2.68442, -0.55021, -4.11843)
C (-1.13948, 5.16559, -2.37128)
C (-1.02213, 3.77093, -2.35097)
N (-0.33477, 3.11982, -1.42917)
C (0.30207, 3.83692, -0.47430)
C (0.22526, 5.22901, -0.39701)
C (-0.52615, 5.89293, -1.38591)
C (0.90532, 5.92564, 0.65945)
C (1.62509, 5.25027, 1.57641)
C (1.74732, 3.82103, 1.50414)
C (2.52299, 3.08181, 2.41638)
C (2.62833, 1.72210, 2.27841)
C (1.94442, 1.10384, 1.23158)
N (1.20112, 1.77258, 0.36128)
C (1.09581, 3.11939, 0.48547)
H (-1.71584, 5.64585, -3.15050)
H (-1.50317, 3.16230, -3.10534)
H (-0.61547, 6.97326, -1.35407)
H (0.82450, 7.00499, 0.70524)
H (2.12752, 5.77172, 2.38169)
H (3.03073, 3.59858, 3.22311)
H (3.23053, 1.12998, 2.95447)
H (2.01347, 0.03093, 1.08720)
C (-0.22007, -0.32364, 4.04152)
Si (-1.86690, -0.17807, 3.18891)
C (-3.24395, -0.17454, 4.42918)
C (-1.95456, 1.35004, 2.10314)
C (-2.16476, -1.67798, 2.07751)
Te (-0.92820, -1.99331, 0.36290)
C (0.77068, -2.78153, 1.41511)
Si (1.00128, -4.66448, 1.18367)
C (1.71499, -4.89341, -0.52087)
C (2.18219, -5.20703, 2.50640)
C (-0.65484, -5.49432, 1.32556)
H (-0.04032, 0.56697, 4.65287)
H (0.61791, -0.43705, 3.35324)
H (-0.21855, -1.18522, 4.71760)
H (-3.14019, 0.65491, 5.13610)
H (-3.24843, -1.10313, 5.00779)
H (-4.21736, -0.07765, 3.93984)
H (-1.44233, 2.20643, 2.55420)
H (-2.99797, 1.63699, 1.94053)
H (-1.50487, 1.17367, 1.12308)
H (-3.18519, -1.64427, 1.68478)
H (-2.07356, -2.61504, 2.63543)
H (0.58464, -2.52606, 2.46046)
H (1.66095, -2.24090, 1.08429)
H (2.72861, -4.48403, -0.58614)
H (1.08901, -4.40753, -1.27796)
H (1.77212, -5.95534, -0.77802)
H (3.15392, -4.71615, 2.39666)
H (2.34743, -6.28731, 2.43912)
H (1.80022, -4.99173, 3.50840)
H (-1.32788, -5.19206, 0.51968)
H (-1.14117, -5.27312, 2.28185)
H (-0.53670, -6.58008, 1.26494)

The strongest force on any atom is 0.01053 hartree/bohr. For the total energy, the calculation gives -6911.76177 Ha. As for the net charge: +2. Its LUMO energy is -6.9 eV. The calculation puts the HOMO-LUMO gap at 6.048 eV. The energy above the lowest of the compared OMol25 structures with the same formula, charge and spin is 49.3 kJ/mol.


Record 3
Formula: C33H86CuN6O11
Source: OMol25
Level of theory: ωB97M-V/def2-TZVPD

Geometry (Å):
N (24.13860, 12.11349, -27.23658)
H (24.63659, 12.66159, -27.93383)
H (23.23941, 11.84443, -27.66710)
H (23.89720, 12.60752, -26.38169)
H (24.84390, 11.31176, -27.14570)
Cu (26.81829, 11.61573, -29.61989)
C (27.35636, 9.69124, -26.03665)
C (26.45192, 9.21617, -27.15847)
C (25.31226, 8.34710, -26.63150)
O (26.07747, 10.33227, -27.92829)
H (28.25819, 10.15510, -26.45454)
H (27.69415, 8.95185, -25.31056)
H (26.94872, 10.56638, -25.51839)
H (27.05490, 8.55088, -27.79187)
H (24.64520, 8.98462, -26.03425)
H (25.61935, 7.53653, -25.97487)
H (24.67536, 8.05346, -27.46972)
C (31.24218, 0.60704, -30.89972)
O (29.94126, 0.84098, -30.39722)
C (29.94883, 1.86593, -29.45916)
C (28.62748, 1.99912, -28.68103)
N (28.22733, 3.40003, -28.48474)
C (27.22039, 3.60079, -27.45860)
C (26.90267, 5.08055, -27.11544)
O (27.01671, 5.32367, -25.72756)
C (28.36149, 5.48425, -25.27532)
H (31.19450, 0.05806, -31.83579)
H (31.85248, 0.10926, -30.14065)
H (31.75362, 1.55488, -31.10945)
H (30.23187, 2.85321, -29.84967)
H (30.67684, 1.81005, -28.63070)
H (28.55830, 1.35329, -27.81041)
H (27.90205, 1.64450, -29.43204)
H (27.84784, 3.66656, -29.38298)
H (27.43604, 2.99061, -26.58228)
H (26.23610, 3.23627, -27.80025)
H (25.87051, 5.25203, -27.41567)
H (27.55591, 5.80743, -27.61450)
H (28.81941, 6.37208, -25.72086)
H (28.92166, 4.59676, -25.57779)
H (28.30795, 5.58147, -24.19547)
C (28.95533, 21.03639, -24.46121)
O (29.27636, 19.88686, -23.66645)
C (28.88912, 18.67713, -24.28389)
C (27.48779, 18.33696, -23.77564)
N (27.07112, 16.95671, -24.06608)
C (27.66619, 16.01849, -23.12634)
C (27.99942, 14.63152, -23.78346)
O (27.55016, 14.55855, -25.11555)
C (27.90589, 13.34559, -25.74814)
H (29.39943, 20.88160, -25.44543)
H (29.19449, 21.94565, -23.92174)
H (27.86809, 21.03811, -24.60873)
H (29.67145, 17.94611, -24.07356)
H (28.76739, 18.67721, -25.37465)
H (26.79577, 19.03199, -24.25402)
H (27.42949, 18.55770, -22.70191)
H (26.07581, 16.97683, -23.87910)
H (27.00278, 15.66165, -22.33323)
H (28.59432, 16.45585, -22.76872)
H (27.81240, 13.81301, -23.07810)
H (29.10076, 14.58869, -23.83913)
H (27.26680, 13.28700, -26.63421)
H (27.60325, 12.56335, -25.04852)
H (28.93972, 13.29456, -26.09947)
C (18.70366, 7.82153, -26.43894)
O (19.45037, 9.02548, -26.20254)
C (20.81271, 8.80719, -26.04447)
C (21.61929, 10.08712, -26.28807)
N (21.46959, 10.68716, -27.62674)
C (21.73255, 9.70692, -28.67995)
C (21.82996, 10.38185, -30.05025)
O (20.61523, 10.58579, -30.71377)
C (20.00781, 9.40354, -31.22414)
H (17.70064, 8.17650, -26.66344)
H (18.64612, 7.20087, -25.54415)
H (19.20772, 7.35787, -27.28782)
H (21.22792, 8.06264, -26.74113)
H (21.18691, 8.40225, -25.09222)
H (22.65484, 9.74588, -26.19169)
H (21.36811, 10.88097, -25.58352)
H (20.48205, 10.93280, -27.60828)
H (20.96004, 8.93487, -28.73995)
H (22.67289, 9.17176, -28.51758)
H (22.58211, 9.89563, -30.68856)
H (22.25724, 11.37459, -29.86713)
H (19.02010, 9.65717, -31.60478)
H (19.88398, 8.67230, -30.42544)
H (20.59736, 9.10314, -32.09529)
C (23.67596, 10.42207, -23.57792)
O (22.46951, 10.93383, -23.11735)
C (21.74412, 10.15006, -22.16799)
C (20.33315, 10.62282, -22.01171)
N (20.23202, 12.07688, -22.00741)
C (18.95498, 12.67637, -21.68644)
C (18.34791, 13.53442, -22.81761)
O (18.77667, 14.86614, -22.89195)
C (20.11856, 15.15224, -23.10659)
H (24.39104, 10.33569, -22.75214)
H (24.02587, 11.01898, -24.42074)
H (23.65106, 9.41308, -24.01893)
H (22.23614, 10.31245, -21.19824)
H (21.95098, 9.11192, -22.44350)
H (19.83678, 10.19022, -21.14035)
H (19.64789, 10.28059, -22.80853)
H (20.85809, 12.49026, -22.67529)
H (19.03471, 13.24808, -20.75791)
H (18.26582, 11.83479, -21.57315)
H (17.26209, 13.49168, -22.81031)
H (18.67770, 12.97255, -23.70646)
H (20.71757, 14.52631, -22.43568)
H (20.37677, 16.19507, -22.91363)
H (20.56670, 15.06612, -24.11042)
C (19.84712, 3.81626, -25.70038)
O (20.80657, 4.64360, -26.33839)
C (21.99609, 3.98913, -26.73058)
C (22.76344, 4.87765, -27.69408)
N (22.16192, 4.92947, -29.02599)
C (22.73324, 5.94784, -29.92643)
C (22.23929, 5.62663, -31.33462)
O (22.53776, 4.26930, -31.60901)
C (22.19263, 3.87758, -32.93047)
H (19.20657, 3.34978, -26.45745)
H (19.24411, 4.52943, -25.14246)
H (20.32488, 3.02889, -25.11489)
H (21.62741, 3.10882, -27.28164)
H (22.56954, 3.55539, -25.90466)
H (23.79449, 4.50779, -27.78789)
H (22.81833, 5.91885, -27.37044)
H (22.33204, 4.14484, -29.64708)
H (23.82789, 5.84501, -29.93352)
H (22.43474, 7.00234, -29.88940)
H (22.79210, 6.24349, -32.05588)
H (21.17109, 5.84230, -31.44360)
H (21.89904, 2.83196, -32.83073)
H (23.07201, 3.86735, -33.58131)
H (21.40479, 4.44797, -33.42225)

The strongest force on any atom is 0.05700 hartree/bohr. For the total energy, the calculation gives -4104.91406 Ha. As for the net charge: +1. Its LUMO energy is -5.2 eV. The calculation puts the HOMO-LUMO gap at 4.763 eV.